(1)
{"formula": "C34H37BrN8O7Sc", "method": "ωB97M-V with the def2-TZVPD basis set", "homo_lumo_gap_ev": 7.3, "homo_energy_ha": -0.3933, "energy_ha": -5617.258819, "total_charge": 1, "molar_mass_g_mol": 794.6, "e_above_lowest_kj_mol": 24.9, "lumo_ev": -3.40, "elements": ["Sc", "N", "C", "N", "C", "N", "C", "C", "N", "C", "C", "N", "H", "H", "H", "H", "H", "C", "C", "C", "C", "C", "C", "C", "Br", "C", "O", "C", "C", "C", "C", "C", "C", "H", "H", "H", "H", "H", "H", "H", "H", "H", "H", "H", "H", "H", "H", "H", "H", "H", "H", "H", "H", "O", "C", "C", "C", "C", "C", "C", "C", "O", "N", "O", "O", "H", "H", "H", "H", "O", "C", "N", "C", "O", "C", "C", "C", "C", "N", "C", "H", "H", "H", "H", "H", "H", "H", "H"], "xyz": [[0.63478, -0.82755, -0.06035], [-1.99450, -3.93434, 1.85229], [-1.49424, -3.45408, 0.71905], [-0.69373, -2.44677, 1.00441], [-0.75331, -2.36694, 2.36455], [-1.53478, -3.25307, 2.92605], [0.06010, -1.40558, 3.12659], [0.01585, -1.35965, 4.51102], [0.81148, -0.55732, 5.20980], [1.66946, 0.18210, 4.50977], [1.70497, 0.15113, 3.12768], [0.88080, -0.62435, 2.42773], [-2.63901, -4.69745, 1.97782], [-1.73777, -3.82630, -0.26282], [-0.67767, -1.99307, 5.05309], [2.34704, 0.82314, 5.06211], [2.40320, 0.76663, 2.57824], [-6.59698, -0.84293, -2.86610], [-6.35924, 0.16767, -1.74412], [-6.73495, 1.56594, -2.25583], [-7.26371, -0.19834, -0.55831], [-4.89736, 0.17308, -1.29090], [-3.93415, -0.64497, -1.85545], [-2.64152, -0.56756, -1.37182], [-1.32795, -1.69752, -2.16569], [-2.21541, 0.28624, -0.36507], [-0.91921, 0.25624, 0.00818], [-3.17981, 1.12890, 0.21159], [-4.48316, 1.03436, -0.27073], [-2.79923, 2.15746, 1.28806], [-1.99982, 1.50139, 2.42605], [-4.02267, 2.82017, 1.92857], [-1.96970, 3.26531, 0.61678], [-7.64752, -0.81586, -3.16366], [-6.37149, -1.86572, -2.54722], [-5.99691, -0.61588, -3.75268], [-7.77298, 1.57429, -2.60039], [-6.09467, 1.86095, -3.09162], [-6.63864, 2.32225, -1.47268], [-8.30961, -0.22430, -0.87729], [-7.18240, 0.52884, 0.25402], [-7.00475, -1.18274, -0.15783], [-4.16689, -1.33813, -2.65274], [-5.23296, 1.67542, 0.16995], [-2.58844, 0.71208, 2.90384], [-1.76569, 2.25038, 3.18802], [-1.06725, 1.06299, 2.07318], [-4.68860, 2.08800, 2.39193], [-4.59916, 3.41210, 1.21471], [-3.68365, 3.50151, 2.71243], [-1.16210, 2.85567, 0.00941], [-1.54354, 3.93643, 1.36981], [-2.60228, 3.86282, -0.04418], [1.63589, -1.00847, -1.93131], [2.70273, -1.54672, -2.28178], [3.60413, -2.22635, -1.42065], [4.84617, -2.62802, -1.94871], [5.73298, -3.24566, -1.13151], [5.43109, -3.51114, 0.21395], [4.22297, -3.13751, 0.73995], [3.27042, -2.46896, -0.05886], [2.13014, -2.09693, 0.43060], [7.04904, -3.64497, -1.67538], [7.79847, -4.24604, -0.93457], [7.28259, -3.37539, -2.83687], [2.97925, -1.46693, -3.33866], [5.10579, -2.43222, -2.98298], [6.17226, -4.01463, 0.81948], [3.97358, -3.33853, 1.77407], [6.71701, 0.08877, -3.26378], [6.90914, 1.29816, -2.54946], [5.59531, 1.59425, -2.02547], [5.40367, 2.31703, -0.89756], [6.29590, 2.86681, -0.28015], [3.99088, 2.34091, -0.38461], [3.49601, 3.44004, 0.30238], [2.22247, 3.36837, 0.84119], [1.50200, 2.19606, 0.69771], [1.97555, 1.13316, 0.03768], [3.19663, 1.22096, -0.49519], [7.55743, -0.19927, -3.63552], [7.26282, 2.09574, -3.20077], [7.59519, 1.19266, -1.71282], [4.81257, 1.29362, -2.58121], [4.11667, 4.31963, 0.42251], [1.78614, 4.20159, 1.37739], [0.50974, 2.09578, 1.11204], [3.57906, 0.34115, -0.99034]], "atomic_forces_ev_per_a": [[0.57, -0.19, 0.38], [-0.14, -0.10, 0.34], [-0.05, 0.12, -0.02], [0.19, 0.14, 0.03], [0.24, 0.29, 0.21], [-0.12, -0.18, -0.44], [-0.14, -0.21, -0.22], [0.07, 0.05, 0.35], [-0.02, -0.03, -0.18], [-0.07, -0.08, 0.24], [-0.03, 0.05, -0.16], [-0.05, 0.08, -0.29], [-0.02, -0.02, 0.02], [0.03, 0.00, 0.04], [0.06, 0.05, 0.00], [-0.04, -0.04, 0.00], [0.01, -0.02, 0.01], [-0.01, -0.05, -0.06], [0.07, 0.02, 0.03], [-0.02, 0.05, -0.03], [-0.02, -0.02, 0.06], [-0.05, 0.05, 0.05], [-0.06, 0.00, 0.05], [-0.09, -0.23, -0.20], [0.06, -0.02, -0.12], [0.48, -0.12, 0.19], [-1.08, 0.76, -0.31], [-0.28, 0.19, 0.13], [0.04, 0.06, 0.07], [0.02, -0.05, -0.06], [0.04, -0.01, 0.04], [-0.05, -0.01, 0.02], [0.02, 0.02, -0.04], [0.06, 0.00, 0.01], [-0.02, 0.09, -0.01], [-0.05, -0.01, 0.07], [0.07, 0.00, 0.03], [-0.04, -0.02, 0.05], [0.00, -0.05, -0.05], [0.08, 0.01, 0.02], [0.00, -0.05, -0.06], [-0.02, 0.06, -0.03], [0.02, 0.05, 0.05], [0.01, 0.01, 0.02], [0.02, 0.03, -0.02], [-0.04, -0.02, -0.02], [-0.17, 0.05, 0.07], [0.03, 0.01, -0.02], [0.03, -0.05, 0.01], [-0.02, -0.02, -0.04], [0.00, -0.01, 0.02], [-0.03, -0.03, -0.03], [0.03, -0.04, 0.03], [0.12, 0.06, -0.32], [-0.14, 0.02, 0.10], [0.05, 0.04, -0.27], [-0.17, 0.14, -0.22], [0.45, -0.14, 0.05], [0.02, -0.02, 0.08], [0.14, -0.10, 0.09], [-0.39, 0.09, 0.10], [0.80, -0.52, 0.02], [-0.20, -0.23, 0.02], [-0.04, 0.14, 0.02], [-0.02, 0.10, 0.09], [0.05, -0.01, -0.06], [-0.02, 0.01, 0.07], [-0.01, 0.00, 0.00], [0.03, 0.00, -0.04], [0.12, 0.10, 0.09], [-0.31, -0.26, -0.08], [0.07, 0.12, 0.14], [0.16, 0.04, 0.12], [-0.12, -0.03, -0.14], [0.11, 0.06, -0.08], [0.04, 0.08, 0.12], [0.02, 0.08, 0.02], [-0.01, 0.09, -0.20], [-0.29, -0.22, 0.11], [-0.10, -0.15, 0.09], [-0.01, -0.02, -0.02], [0.04, 0.08, -0.15], [0.07, -0.02, 0.12], [0.02, 0.03, -0.07], [-0.01, -0.03, -0.02], [0.04, -0.04, -0.03], [-0.04, -0.01, 0.02], [-0.01, -0.05, 0.03]], "lowdin_charge": [0.93, 0.06, -0.12, 0.07, -0.29, 0.16, -0.19, -0.04, 0.12, -0.08, -0.08, 0.09, 0.17, 0.11, 0.13, 0.12, 0.11, -0.07, -0.56, -0.04, -0.04, -0.16, -0.07, -0.52, 0.95, -0.34, -0.26, -0.07, 0.04, -0.52, -0.04, -0.06, -0.03, 0.09, 0.09, 0.09, 0.09, 0.09, 0.08, 0.09, 0.08, 0.09, 0.10, 0.10, 0.10, 0.09, 0.04, 0.09, 0.09, 0.09, 0.07, 0.09, 0.10, -0.14, -0.14, -0.13, 0.06, -0.13, 0.04, 0.03, -0.30, -0.14, -0.35, 0.09, 0.08, 0.15, 0.13, 0.13, 0.13, -0.04, -0.22, 0.09, -0.44, 0.10, -0.09, 0.04, 0.00, -0.13, 0.02, -0.05, 0.10, 0.13, 0.13, 0.14, 0.14, 0.12, 0.08, 0.10]}

(2)
{"formula": "C23H35N3O", "method": "ωB97M-V with the def2-TZVPD basis set", "homo_lumo_gap_ev": 8.5, "homo_energy_ha": -0.2898, "energy_ha": -1136.896599, "total_charge": 0, "molar_mass_g_mol": 369.6, "e_above_lowest_kj_mol": 115.7, "lumo_ev": 0.64, "elements": ["C", "C", "C", "C", "N", "C", "C", "N", "C", "H", "C", "C", "C", "H", "O", "H", "H", "H", "H", "H", "H", "C", "C", "C", "N", "C", "C", "C", "C", "C", "C", "H", "H", "H", "H", "C", "C", "H", "H", "H", "C", "H", "H", "H", "H", "H", "H", "H", "H", "H", "H", "H", "H", "H", "H", "C", "H", "H", "H", "H", "H", "H"], "xyz": [[-0.25517, 1.56406, -5.93696], [0.01814, 0.53764, -4.87828], [-0.51043, 0.63070, -3.66395], [-0.30404, -0.35688, -2.54670], [1.10591, -0.48809, -2.20317], [1.70375, 0.74084, -1.71914], [1.33526, 1.06205, -0.26658], [1.75637, -0.04619, 0.57658], [1.10865, -1.27519, 0.15107], [0.01153, -1.19919, 0.25764], [1.41527, -1.60637, -1.32178], [2.85413, -2.10734, -1.62199], [3.92160, -2.00424, -0.52344], [3.58753, -2.53989, 0.37813], [4.31074, -0.69951, -0.20687], [3.51345, -0.25247, 0.14764], [4.82445, -2.50441, -0.88889], [3.21220, -1.55764, -2.49357], [2.79785, -3.16105, -1.90171], [0.73336, -2.42013, -1.59807], [1.44574, -2.09158, 0.79379], [1.59980, 0.21459, 2.00852], [0.18347, 0.38094, 2.46385], [-0.67339, -0.61654, 2.83230], [-1.91229, -0.11658, 3.12769], [-1.87584, 1.23992, 2.95153], [-2.86258, 2.20569, 3.11940], [-2.53072, 3.51865, 2.86734], [-1.24401, 3.87876, 2.45864], [-0.26045, 2.93245, 2.28852], [-0.56840, 1.59351, 2.52969], [0.73297, 3.21891, 1.97671], [-1.02439, 4.92050, 2.27622], [-3.27872, 4.28802, 2.99068], [-3.86132, 1.94659, 3.43979], [-3.04561, -0.90557, 3.55457], [-3.42157, -1.92928, 2.48172], [-2.62729, -2.65999, 2.35010], [-4.32841, -2.45458, 2.76936], [-3.59513, -1.43100, 1.53033], [-2.75551, -1.58068, 4.89600], [-2.47237, -0.83664, 5.63712], [-3.63957, -2.10558, 5.24826], [-1.94375, -2.29734, 4.79868], [-3.88250, -0.21212, 3.68473], [-0.47249, -1.66783, 2.91607], [2.06072, -0.62571, 2.53780], [2.17175, 1.11855, 2.23414], [0.25350, 1.25366, -0.17882], [1.86704, 1.96159, 0.05117], [2.78934, 0.63508, -1.78944], [1.39162, 1.55519, -2.37495], [-0.64963, -1.34542, -2.87001], [-0.92609, -0.05510, -1.68821], [-1.15099, 1.47129, -3.43102], [0.91188, -0.58600, -5.30585], [0.36821, -1.25957, -5.96933], [1.76482, -0.19556, -5.85797], [1.27216, -1.14140, -4.44724], [0.66774, 2.07462, -6.21178], [-0.64493, 1.08336, -6.83362], [-0.97338, 2.30551, -5.59639]], "atomic_forces_ev_per_a": [[-0.04, -0.01, 0.18], [-0.02, 0.07, -0.13], [-0.16, 0.01, 0.13], [0.03, -0.02, 0.01], [-0.15, -0.04, 0.02], [0.02, 0.20, 0.14], [-0.01, 0.07, -0.37], [0.08, 0.04, -0.01], [-0.16, -0.24, -0.29], [0.13, -0.01, 0.05], [0.10, -0.18, 0.09], [0.22, 0.08, 0.41], [-0.13, -0.36, -0.25], [0.05, -0.06, -0.05], [0.24, 0.49, 0.03], [0.01, -0.15, 0.05], [-0.13, -0.07, 0.08], [0.02, -0.05, -0.05], [0.00, -0.05, -0.07], [0.03, 0.14, 0.04], [-0.03, -0.03, 0.04], [-0.09, -0.11, 0.04], [0.05, -0.21, 0.03], [0.30, 0.12, -0.02], [0.07, 0.08, -0.05], [0.34, 0.42, -0.17], [-0.22, 0.02, 0.06], [-0.14, -0.04, 0.05], [0.15, 0.19, -0.06], [-0.04, 0.00, 0.01], [-0.36, -0.14, 0.15], [0.10, 0.05, -0.04], [0.03, 0.08, -0.02], [-0.07, 0.04, 0.01], [-0.08, 0.00, 0.02], [-0.27, -0.40, 0.13], [-0.06, 0.29, 0.12], [0.08, -0.10, -0.01], [-0.08, -0.10, 0.02], [-0.01, 0.01, -0.09], [-0.13, 0.24, -0.14], [0.03, 0.03, 0.08], [-0.07, -0.09, 0.05], [0.08, -0.09, -0.01], [0.15, -0.07, -0.03], [0.01, -0.21, 0.02], [0.04, 0.11, 0.00], [0.04, -0.08, 0.07], [0.06, 0.02, 0.06], [-0.04, 0.05, 0.01], [0.02, 0.10, 0.00], [0.09, 0.01, 0.03], [-0.01, 0.02, 0.11], [-0.03, -0.10, -0.09], [-0.09, 0.14, -0.10], [-0.11, -0.06, 0.14], [-0.01, -0.05, -0.14], [0.12, -0.01, -0.08], [0.09, -0.08, -0.02], [0.07, 0.05, -0.09], [-0.02, 0.00, -0.13], [-0.06, 0.08, -0.01]], "lowdin_charge": [-0.07, -0.35, -0.08, -0.19, -0.15, -0.14, -0.15, -0.18, -0.13, 0.12, -0.27, -0.11, -0.28, 0.11, -0.09, 0.04, 0.11, 0.11, 0.11, 0.14, 0.12, -0.12, -0.15, -0.02, -0.03, -0.16, -0.02, -0.10, -0.10, -0.03, -0.13, 0.10, 0.10, 0.10, 0.10, -0.37, -0.04, 0.07, 0.08, 0.08, -0.04, 0.08, 0.08, 0.07, 0.13, 0.13, 0.13, 0.13, 0.12, 0.13, 0.12, 0.12, 0.12, 0.11, 0.10, -0.05, 0.09, 0.08, 0.06, 0.08, 0.08, 0.07]}

(3)
{"formula": "C4H7NO", "method": "ωB97M-V with the def2-TZVPD basis set", "homo_lumo_gap_ev": 10.6, "homo_energy_ha": -0.3523, "energy_ha": -286.596698, "total_charge": 0, "molar_mass_g_mol": 85.1, "e_above_lowest_kj_mol": 91.8, "lumo_ev": 1.01, "elements": ["C", "C", "C", "N", "C", "O", "H", "H", "H", "H", "H", "H", "H"], "xyz": [[-1.15866, 0.92594, -0.54067], [-0.33734, -0.34806, -0.45674], [1.18599, -0.10678, -0.37760], [1.52997, -0.32165, 1.03160], [0.49045, -0.81787, 1.55575], [-0.62189, -0.99707, 0.80949], [-2.23017, 0.70843, -0.50003], [-0.90571, 1.58622, 0.29693], [-0.94482, 1.45625, -1.47533], [-0.61543, -1.05074, -1.24698], [1.75541, -0.81150, -0.99574], [1.45587, 0.90741, -0.69252], [0.39633, -1.13059, 2.59185]], "atomic_forces_ev_per_a": [[-0.01, 0.05, 0.00], [0.01, 0.10, -0.18], [0.00, 0.05, -0.28], [-0.33, -0.15, 0.18], [0.26, 0.06, 0.14], [0.00, -0.03, 0.03], [0.16, 0.01, 0.00], [-0.02, -0.08, -0.13], [-0.02, -0.10, 0.12], [0.04, 0.09, 0.12], [-0.08, 0.12, 0.08], [-0.04, -0.15, 0.07], [0.04, 0.03, -0.14]], "lowdin_charge": [-0.05, -0.34, -0.17, 0.07, -0.24, -0.03, 0.08, 0.09, 0.08, 0.14, 0.11, 0.11, 0.13]}